No. 1
2 unconnected molecules or ions with the total composition C3H5BrO in a non-equilibrium geometry, computed with ωB97M-V/def2-TZVPD.

Each line ends with the Mulliken charge.
Positions of all 10 atoms, in Å:
Br  2.10  -0.14  -0.61  -0.06
O  -1.52  1.13  -0.94  -0.43
C  -0.04  0.02  1.29  -1.16
C  0.23  -0.21  -0.19  0.00
C  -0.57  0.50  -1.21  -0.09
H  0.56  -0.70  1.71  0.39
H  0.50  0.99  1.51  0.32
H  -1.07  -0.08  1.44  0.37
H  -0.02  -1.73  -0.83  0.31
H  -0.17  0.22  -2.18  0.36

Summary:
ΔE to the lowest compared entry with this formula, charge and spin = 211.1 kJ/mol
HOMO energy = -9.9 eV
Kohn-Sham gap = 9.8 eV

***

No. 2
2 unconnected molecules or ions with the total composition C3H5BrO in a non-equilibrium geometry, computed with ωB97M-V/def2-TZVPD.

Each line ends with the Mulliken charge.
Positions of all 10 atoms, in Å:
Br  -1.08  2.50  0.51  -0.14
O  0.07  -1.59  -1.11  -0.43
C  -0.80  -0.61  -1.03  -0.49
C  0.88  0.44  1.41  -0.27
C  -0.07  0.93  0.62  -0.21
H  -0.80  0.14  -1.71  0.39
H  -1.65  -0.93  -0.45  0.35
H  1.02  -0.70  1.22  0.19
H  1.53  1.07  2.14  0.24
H  0.90  -1.26  -1.60  0.36

Summary:
ΔE to the lowest compared entry with this formula, charge and spin = 346.8 kJ/mol
HOMO energy = -7.9 eV
Kohn-Sham gap = 8.4 eV

***

No. 3
2 unconnected molecules or ions with the total composition C3H5BrO in a non-equilibrium geometry, computed with ωB97M-V/def2-TZVPD.

Each line ends with the Mulliken charge.
Positions of all 10 atoms, in Å:
Br  2.15  -1.14  -0.09  -0.12
O  -0.13  2.91  -0.16  -0.35
C  -0.93  -1.04  -0.28  -0.65
C  0.36  -0.79  0.41  -0.51
C  0.48  1.90  -0.01  0.10
H  -1.51  -0.15  -0.10  0.24
H  -1.50  -1.80  0.10  0.34
H  1.49  1.74  0.11  0.25
H  -0.82  -1.07  -1.44  0.27
H  0.42  -0.57  1.47  0.43

Summary:
ΔE to the lowest compared entry with this formula, charge and spin = 344.9 kJ/mol
HOMO energy (spin up / spin down) = -8.3 / -8.0 eV
Kohn-Sham gap (spin up / spin down) = 8.6 / 8.4 eV

***

No. 4
A molecular structure, C3H5CaO3 in a non-equilibrium geometry, computed with ωB97M-V/def2-TZVPD.

Each line ends with the Mulliken charge.
Positions of all 12 atoms, in Å:
Ca  -2.14  0.06  -0.47  1.57
O  -1.19  0.35  -2.15  -0.86
O  1.30  -0.13  -0.49  -0.13
O  0.06  0.26  1.25  -0.23
C  0.24  0.50  -0.06  -0.09
C  1.11  -0.60  1.78  -0.28
C  1.89  -0.99  0.53  -0.26
H  -1.51  0.77  -2.95  0.25
H  1.69  0.01  2.48  0.26
H  0.64  -1.44  2.29  0.27
H  1.75  -2.03  0.23  0.25
H  2.95  -0.75  0.58  0.26

Summary:
ΔE to the lowest compared entry with this formula, charge and spin = 212.5 kJ/mol
charge = +1
HOMO energy = -13.2 eV
Kohn-Sham gap = 8.5 eV

***

No. 5
A molecular structure, C3H5Cl in a non-equilibrium geometry, computed with ωB97M-V/def2-TZVPD.

Each line ends with the Mulliken charge.
Positions of all 9 atoms, in Å:
Cl  -1.25  -0.34  -0.01  -0.22
C  0.38  1.41  0.09  -0.53
C  1.61  -0.81  0.00  -0.70
C  0.38  0.15  0.05  0.32
H  2.14  -1.02  1.26  0.25
H  -0.43  2.23  -0.14  0.27
H  2.49  -0.14  -0.69  0.22
H  1.41  1.81  -0.38  0.14
H  1.27  -1.65  -0.80  0.26

Summary:
ΔE to the lowest compared entry with this formula, charge and spin = 299.6 kJ/mol
HOMO energy = -9.5 eV
Kohn-Sham gap = 10.3 eV

***

No. 6
C3H5Cl2F in the gas phase in a non-equilibrium geometry, computed with ωB97M-V/def2-TZVPD.

Each line ends with the Mulliken charge.
Positions of all 11 atoms, in Å:
Cl  -0.76  -0.42  -0.27  -0.04
Cl  0.89  -0.38  0.29  -0.05
F  -2.91  1.00  -0.19  -0.25
C  -2.45  -0.21  0.23  -0.15
C  3.41  0.29  -0.38  -0.57
C  2.32  0.61  0.29  -0.11
H  -2.49  -0.26  1.32  0.18
H  3.49  -0.61  -0.98  0.22
H  -3.04  -1.01  -0.23  0.21
H  4.27  0.95  -0.34  0.25
H  2.21  1.50  0.89  0.31

Summary:
ΔE to the lowest compared entry with this formula, charge and spin = 833.9 kJ/mol
HOMO energy = -7.2 eV
Kohn-Sham gap = 7.9 eV

***

No. 7
3 unconnected molecules or ions with the total composition C3H5Cl2O2P in a non-equilibrium geometry, computed with ωB97M-V/def2-TZVPD.

Each line ends with the Mulliken charge.
Positions of all 13 atoms, in Å:
Cl  -2.57  1.01  1.85  -0.16
Cl  -3.19  -0.69  -0.64  -0.17
P  -3.52  1.13  0.12  0.25
O  -2.41  0.79  -3.00  -0.41
O  -0.29  0.23  -3.68  -0.31
C  2.35  -0.26  1.42  -0.53
C  2.97  -1.41  1.75  -0.41
C  -1.33  0.50  -3.36  0.72
H  1.28  -0.03  1.38  0.20
H  2.81  0.47  0.88  0.27
H  2.39  -2.21  2.24  0.21
H  -2.53  1.90  -0.74  0.08
H  4.03  -1.43  1.78  0.25

Summary:
structure (SMILES) = ClPCl.O=C=O.C=C
ΔE to the lowest compared entry with this formula, charge and spin = 45.9 kJ/mol
HOMO energy = -9.5 eV
Kohn-Sham gap = 9.9 eV

***

No. 8
A molecular structure, C3H5Cl3NOP in a non-equilibrium geometry, computed with ωB97M-V/def2-TZVPD.

Each line ends with the Mulliken charge.
Positions of all 14 atoms, in Å:
Cl  -2.98  1.12  -0.51  -0.17
Cl  -0.29  -2.42  0.70  -0.26
Cl  1.93  2.26  0.29  -0.19
P  -1.92  -0.14  0.63  0.47
O  -0.44  1.64  1.04  -0.57
N  0.54  0.14  -0.40  0.11
C  0.51  1.23  0.39  0.66
C  1.71  -0.43  -1.02  -0.81
C  -0.58  -0.80  -0.33  -0.33
H  2.62  -0.07  -0.34  0.31
H  -2.54  -1.44  0.65  0.13
H  2.00  0.03  -1.99  0.24
H  -2.04  0.32  1.89  0.06
H  1.48  -1.43  -0.98  0.35

Summary:
ΔE to the lowest compared entry with this formula, charge and spin = 99.5 kJ/mol
HOMO energy = -8.3 eV
Kohn-Sham gap = 8.6 eV

***

No. 9
2 unconnected molecules or ions with the total composition C3H5Cl4NOS in a non-equilibrium geometry, computed with ωB97M-V/def2-TZVPD.

Each line ends with the Mulliken charge.
Positions of all 15 atoms, in Å:
Cl  -3.70  0.25  -1.15  -0.06
Cl  -1.30  -0.44  0.43  -0.01
Cl  -3.99  -1.01  1.55  -0.14
Cl  -2.29  3.00  0.37  -0.11
S  -3.35  1.72  1.45  0.13
O  1.73  -0.36  -1.29  -0.32
N  1.96  0.56  0.86  -0.65
C  1.52  0.59  -0.33  0.01
C  -3.05  0.15  0.48  0.21
C  2.37  -1.47  -0.89  -0.69
H  1.72  1.26  1.65  0.26
H  2.83  -1.81  -1.75  0.28
H  3.05  -1.34  -0.09  0.38
H  0.77  1.23  -0.76  0.51
H  1.74  -2.34  -0.53  0.22

Summary:
structure (SMILES) = ClSC(Cl)(Cl)Cl.[H]/N=C/OC
ΔE to the lowest compared entry with this formula, charge and spin = 77.9 kJ/mol
HOMO energy = -9.8 eV
Kohn-Sham gap = 9.7 eV

***

No. 10
C3H5ClN2 in the gas phase in a non-equilibrium geometry, computed with ωB97M-V/def2-TZVPD.

Each line ends with the Mulliken charge.
Positions of all 11 atoms, in Å:
Cl  -0.30  0.14  2.40  -0.23
N  -0.73  0.45  -3.16  -0.60
N  -0.41  -0.02  -0.90  -0.16
C  0.01  -0.28  -2.30  0.09
C  0.71  -0.20  0.00  0.04
C  1.04  -0.13  1.23  -0.29
H  -0.61  -0.04  -4.05  0.25
H  1.80  -0.71  1.84  0.30
H  0.91  -0.92  -2.45  0.28
H  -1.26  0.35  -0.83  0.19
H  1.74  -0.32  -0.53  0.14

Summary:
structure (SMILES) = [H]/N=C/N/C=C\Cl
ΔE to the lowest compared entry with this formula, charge and spin = 203.5 kJ/mol
HOMO energy = -9.0 eV
Kohn-Sham gap = 9.8 eV

***

Copy entry 2 word for word.
2 unconnected molecules or ions with the total composition C3H5BrO in a non-equilibrium geometry, computed with ωB97M-V/def2-TZVPD.

Each line ends with the Mulliken charge.
Positions of all 10 atoms, in Å:
Br  -1.08  2.50  0.51  -0.14
O  0.07  -1.59  -1.11  -0.43
C  -0.80  -0.61  -1.03  -0.49
C  0.88  0.44  1.41  -0.27
C  -0.07  0.93  0.62  -0.21
H  -0.80  0.14  -1.71  0.39
H  -1.65  -0.93  -0.45  0.35
H  1.02  -0.70  1.22  0.19
H  1.53  1.07  2.14  0.24
H  0.90  -1.26  -1.60  0.36

Summary:
ΔE to the lowest compared entry with this formula, charge and spin = 346.8 kJ/mol
HOMO energy = -7.9 eV
Kohn-Sham gap = 8.4 eV